(1)
Below is a molecular structure, C50H50N14OSV, with properties calculated with ωB97M-V/def2-TZVPD.

Each line ends with the Mulliken spin population.
CARTESIAN COORDINATES (ANGSTROEM)
V1 13.788 12.123 11.709  2.63
N1 9.333 11.623 13.386  0.00
C1 10.690 11.711 13.801  0.01
S1 11.343 10.373 14.628  0.00
N2 11.182 12.867 13.455  0.05
N3 12.505 13.096 13.493  -0.01
C2 12.966 14.073 14.181  0.03
C3 12.194 14.942 15.149  0.00
C4 12.681 15.099 16.440  0.00
C5 11.975 15.819 17.410  0.00
C6 10.790 16.423 17.051  0.00
C7 10.291 16.296 15.746  0.00
C8 11.012 15.600 14.788  0.00
C9 14.361 14.434 13.822  0.02
C10 14.891 15.600 14.372  -0.01
C11 16.152 16.002 14.070  0.00
C12 16.918 15.246 13.197  0.01
C13 16.314 14.130 12.663  0.01
N4 15.056 13.720 12.918  -0.05
H1 8.775 11.056 14.012  0.00
H2 8.938 12.522 13.171  0.00
H3 13.587 14.585 16.776  0.00
H4 12.345 15.902 18.422  0.00
H5 10.192 16.920 17.810  0.00
H6 9.306 16.704 15.529  0.00
H7 10.604 15.504 13.791  0.00
H8 14.292 16.205 15.055  0.00
H9 16.535 16.894 14.505  0.00
H10 17.927 15.527 12.953  0.00
H11 16.828 13.520 11.936  -0.01
C14 7.500 12.488 7.678  0.00
C15 8.764 12.748 8.432  0.01
C16 9.442 13.961 8.419  0.00
C17 10.627 14.148 9.085  0.01
C18 11.259 13.194 9.888  0.09
N5 12.466 13.414 10.567  -0.09
C19 12.753 14.756 10.857  -0.01
C20 11.811 15.632 11.428  0.02
C21 12.139 16.938 11.771  0.00
C22 13.425 17.434 11.621  0.00
C23 13.823 18.787 12.121  0.00
C24 14.370 16.582 11.083  -0.01
C25 14.037 15.321 10.646  -0.04
N6 15.037 14.579 9.960  0.04
C26 15.931 15.104 9.091  0.00
C27 16.735 14.074 8.671  0.00
C28 16.255 12.953 9.378  0.01
N7 15.221 13.263 10.120  0.00
C29 10.595 11.964 9.847  0.03
C30 9.435 11.756 9.106  0.00
N8 11.031 10.816 10.579  0.08
C31 10.266 9.729 10.823  0.01
C32 11.109 8.712 11.181  0.01
C33 12.377 9.281 11.169  0.06
N9 12.344 10.566 10.823  -0.07
H12 7.020 13.431 7.448  0.00
H13 6.794 11.850 8.218  0.00
H14 7.721 12.012 6.701  0.00
H15 9.031 14.789 7.847  0.00
H16 11.099 15.124 9.016  0.00
H17 10.798 15.282 11.593  0.00
H18 11.403 17.544 12.263  0.00
H19 12.969 19.456 12.155  0.00
H20 14.592 19.238 11.497  0.00
H21 14.223 18.715 13.139  0.00
H22 15.408 16.902 10.972  0.00
H23 15.889 16.131 8.811  0.00
H24 17.580 14.095 8.021  0.00
H25 16.627 11.943 9.343  0.00
H26 9.056 10.744 9.065  0.00
H27 9.195 9.717 10.840  0.00
H28 10.763 7.725 11.448  0.00
H29 13.331 8.829 11.464  0.01
C34 16.417 8.087 11.158  -0.01
N10 16.286 8.423 9.729  0.00
C35 16.890 7.503 8.780  0.00
C36 16.290 7.601 7.418  0.00
C37 16.175 9.052 7.058  0.00
N11 15.386 9.767 8.027  0.00
C38 14.433 10.742 7.515  0.02
C39 15.576 9.530 9.353  0.00
O1 15.098 10.296 10.197  0.00
H30 15.661 7.353 11.443  0.00
H31 16.317 8.989 11.719  0.00
H32 17.409 7.698 11.298  0.00
H33 16.810 6.498 9.183  0.00
H34 17.958 7.712 8.754  0.00
H35 15.295 7.144 7.414  0.00
H36 16.962 7.091 6.713  0.00
H37 15.703 9.151 6.080  0.00
H38 17.171 9.503 6.964  0.00
H39 13.698 10.233 6.884  0.00
H40 14.929 11.507 6.913  0.00
H41 13.910 11.181 8.361  0.01
C40 15.342 8.760 14.696  0.00
C41 14.625 9.586 13.829  0.04
N12 15.148 10.664 13.244  0.07
C42 16.454 10.865 13.445  0.01
C43 17.272 10.054 14.230  0.00
C44 16.664 9.009 14.906  0.00
C45 18.703 10.355 14.440  0.00
C46 19.588 10.882 13.597  0.00
C47 19.486 11.155 12.152  0.00
C48 20.315 12.116 11.605  0.00
C49 20.237 12.352 10.248  0.00
N13 19.453 11.607 9.468  0.00
C50 18.739 10.688 10.089  0.00
N14 18.680 10.433 11.396  0.00
H42 14.838 7.944 15.189  0.00
H43 13.541 9.458 13.711  0.00
H44 16.872 11.733 12.974  -0.01
H45 17.221 8.417 15.628  0.00
H46 19.053 10.178 15.441  0.00
H47 20.563 11.114 14.020  0.00
H48 20.969 12.717 12.242  0.00
H49 20.793 13.180 9.814  0.00
H50 18.105 10.097 9.435  0.00

**Energy above the lowest of the compared OMol25 structures with the same formula, charge and spin**: 0.0 kJ/mol
**M**: 946.1 g/mol
**Spin multiplicity**: 4
**Net charge**: 0
**Frontier orbital gap (alpha / beta)**: 5.63 / 5.88 eV
**Calculated total energy**: -4119.39425 Ha

(2)
Below is 9 unconnected molecules or ions with the total composition C50H50N2O30, with properties calculated with ωB97M-V/def2-TZVPD.

Each line ends with the Löwdin charge.
CARTESIAN COORDINATES (ANGSTROEM)
C1 20.596 9.199 -6.336  -0.04
C2 20.661 9.136 -4.814  -0.41
C3 19.590 9.991 -4.158  -0.19
O1 18.332 9.413 -4.505  -0.18
C4 17.254 10.208 -4.084  -0.11
N1 20.636 7.730 -4.383  0.06
H1 20.851 10.190 -6.719  0.08
H2 19.546 9.106 -6.648  0.08
H3 21.136 8.412 -6.858  0.06
H4 21.657 9.542 -4.595  0.11
H5 19.606 11.001 -4.582  0.11
H6 19.722 10.006 -3.071  0.11
H7 17.102 11.046 -4.779  0.09
H8 17.352 10.647 -3.082  0.07
H9 16.332 9.626 -4.055  0.09
H10 20.649 7.691 -3.362  0.08
H11 19.693 7.392 -4.584  0.09
C5 23.440 10.306 -0.706  -0.04
C6 23.976 10.744 -2.052  -0.38
C7 24.147 9.576 -2.999  -0.22
O2 24.496 10.033 -4.274  -0.21
C8 24.712 9.013 -5.222  -0.08
N2 23.010 11.728 -2.623  0.06
H12 22.384 10.553 -0.580  0.07
H13 23.900 10.719 0.194  0.09
H14 23.550 9.219 -0.611  0.08
H15 24.876 11.359 -1.982  0.13
H16 23.230 8.964 -3.015  0.13
H17 24.932 8.911 -2.594  0.14
H18 23.812 8.463 -5.510  0.08
H19 25.449 8.284 -4.857  0.10
H20 25.185 9.482 -6.082  0.08
H21 23.371 12.026 -3.526  0.07
H22 22.113 11.274 -2.775  0.06
C9 18.555 13.296 -0.662  0.06
C10 18.262 14.217 0.258  -0.23
C11 19.300 14.976 1.054  -0.33
O3 18.978 15.675 1.982  0.12
C12 20.659 14.778 0.575  0.07
C13 20.977 13.822 -0.306  -0.24
C14 19.936 13.001 -1.037  -0.30
O4 20.219 12.230 -1.932  0.09
O5 22.247 13.517 -0.520  0.08
O6 16.997 14.503 0.586  0.11
H23 17.765 12.776 -1.189  0.13
H24 21.445 15.347 1.054  0.14
H25 22.375 12.863 -1.272  0.07
H26 17.034 14.981 1.436  0.12
C15 27.638 14.037 -3.091  0.07
C16 28.875 14.124 -2.591  -0.23
C17 29.780 12.910 -2.433  -0.32
O7 30.940 13.069 -2.132  0.12
C18 29.147 11.623 -2.683  0.07
C19 27.890 11.540 -3.152  -0.24
C20 27.067 12.750 -3.463  -0.33
O8 25.989 12.618 -3.990  0.12
O9 27.343 10.376 -3.513  0.10
O10 29.499 15.284 -2.411  0.11
H27 26.986 14.889 -3.229  0.14
H28 29.534 10.663 -2.357  0.14
H29 26.419 10.557 -3.815  0.09
H30 30.406 15.089 -2.112  0.12
C21 19.453 15.566 -4.114  0.07
C22 20.540 14.818 -4.335  -0.24
C23 20.496 13.670 -5.309  -0.32
O11 21.427 12.905 -5.457  0.10
C24 19.246 13.484 -6.060  0.07
C25 18.179 14.242 -5.819  -0.25
C26 18.190 15.340 -4.798  -0.31
O12 17.158 15.928 -4.522  0.12
O13 17.010 14.037 -6.411  0.11
O14 21.702 15.119 -3.754  0.11
H31 19.607 16.389 -3.425  0.14
H32 19.255 12.693 -6.798  0.14
H33 16.315 14.473 -5.889  0.12
H34 22.392 14.608 -4.214  0.12
C27 21.291 3.454 -7.293  0.06
C28 22.300 2.586 -7.407  -0.25
C29 23.414 2.495 -6.406  -0.33
O15 24.189 1.563 -6.471  0.11
C30 23.537 3.645 -5.521  0.07
C31 22.611 4.617 -5.517  -0.24
C32 21.339 4.558 -6.346  -0.32
O16 20.488 5.402 -6.256  0.12
O17 22.668 5.566 -4.590  0.08
O18 22.281 1.679 -8.384  0.10
H35 20.454 3.413 -7.978  0.14
H36 24.393 3.762 -4.869  0.14
H37 22.111 6.350 -4.819  0.08
H38 23.011 1.049 -8.251  0.12
C33 23.475 4.831 -9.756  0.07
C34 24.454 5.246 -8.950  -0.24
C35 24.476 6.594 -8.291  -0.32
O19 25.366 6.954 -7.550  0.11
C36 23.399 7.464 -8.750  0.06
C37 22.452 7.097 -9.620  -0.23
C38 22.302 5.661 -10.050  -0.32
O20 21.352 5.251 -10.670  0.13
O21 21.552 7.964 -10.074  0.12
O22 25.599 4.550 -8.877  0.10
H39 23.629 3.869 -10.228  0.14
H40 23.415 8.521 -8.507  0.13
H41 20.991 7.534 -10.740  0.13
H42 26.105 4.881 -8.115  0.12
C39 29.332 8.991 -9.454  0.08
C40 28.278 8.809 -10.252  -0.24
C41 26.880 9.167 -9.839  -0.33
O23 25.946 8.778 -10.493  0.12
C42 26.763 10.005 -8.659  0.07
C43 27.832 10.280 -7.912  -0.22
C44 29.185 9.649 -8.157  -0.31
O24 30.064 9.713 -7.335  0.13
O25 27.720 10.821 -6.697  0.10
O26 28.399 8.368 -11.500  0.12
H43 30.309 8.675 -9.797  0.14
H44 25.773 10.218 -8.276  0.13
H45 28.631 10.879 -6.346  0.12
H46 27.510 8.240 -11.874  0.12
C45 18.831 9.742 1.802  0.07
C46 19.855 8.900 1.618  -0.23
C47 19.982 7.941 0.458  -0.33
O27 20.939 7.210 0.389  0.12
C48 18.902 8.010 -0.506  0.06
C49 17.854 8.815 -0.314  -0.25
C50 17.761 9.801 0.831  -0.32
O28 16.807 10.545 0.892  0.11
O29 16.793 8.796 -1.091  0.11
O30 20.864 8.887 2.481  0.11
H47 18.829 10.382 2.674  0.14
H48 18.821 7.290 -1.313  0.14
H49 16.288 9.610 -0.897  0.12
H50 21.570 8.330 2.104  0.12

**Energy above the lowest of the compared OMol25 structures with the same formula, charge and spin**: 0.0 kJ/mol
**M**: 1158.9 g/mol
**Net charge**: 0
**Frontier orbital gap**: 7.71 eV
**Calculated total energy**: -4301.92682 Ha
**SMILES**: O=C1C=C(O)C(=O)C=C1O.O=C1C=C(O)C(=O)C=C1O.O=C1C=C(O)C(=O)C=C1O.O=C1C=C(O)C(=O)C=C1O.O=C1C=C(O)C(=O)C=C1O.O=C1C=C(O)C(=O)C=C1O.O=C1C=C(O)C(=O)C=C1O.COC[C@H](C)N.COC[C@H](C)N

Question: Look up the M of the second one.
Answer: 1158.9 g/mol